Entry 1:
{
  "formula": "C13H23GaI2OP2",
  "method": "ωB97M-V/def2-TZVPD",
  "symbols": ["I", "I", "Ga", "P", "C", "C", "H", "H", "H", "H", "H", "H", "C", "H", "H", "H", "P", "C", "C", "H", "H", "H", "C", "H", "H", "H", "H", "H", "H", "C", "O", "C", "C", "C", "C", "C", "C", "H", "H", "H", "H", "H"],
  "coordinates": [[-0.197, 0.766, 2.131], [0.630, -1.545, -1.553], [-0.498, 0.595, -0.412], [0.538, 2.434, -1.272], [-0.856, 3.592, -1.366], [1.828, 3.176, -0.237], [2.162, 4.102, -0.727], [1.730, 3.163, -3.214], [2.672, 2.477, -0.146], [1.950, 1.407, -2.945], [-1.433, 3.553, -0.432], [1.429, 3.394, 0.764], [1.223, 2.236, -2.923], [-0.449, 4.606, -1.505], [0.418, 2.018, -3.637], [-1.516, 3.318, -2.200], [0.645, -2.401, 1.145], [-1.044, -2.827, 1.675], [1.254, -4.031, 0.604], [2.516, -1.721, 2.502], [1.712, -3.197, 3.149], [0.974, -1.560, 3.399], [1.551, -2.199, 2.716], [2.198, -3.902, 0.057], [1.431, -4.648, 1.495], [-0.998, -3.776, 2.230], [-1.696, -2.921, 0.804], [0.521, -4.509, -0.053], [-1.430, -2.027, 2.314], [-2.506, 0.140, -0.747], [-2.982, -0.668, 0.011], [-4.607, 1.535, -4.154], [-5.170, 1.688, -2.873], [-4.462, 1.268, -1.756], [-3.178, 0.741, -1.922], [-2.593, 0.623, -3.187], [-3.303, 1.042, -4.305], [-5.171, 1.857, -5.022], [-6.171, 2.093, -2.719], [-4.893, 1.307, -0.753], [-1.616, 0.145, -3.293], [-2.848, 0.956, -5.288]],
  "lowdin_charge": [0.61, 0.85, -0.26, 0.67, -0.21, -0.23, 0.08, 0.08, 0.07, 0.06, 0.07, 0.05, -0.23, 0.08, 0.06, 0.06, 0.71, -0.23, -0.29, 0.07, 0.08, 0.01, -0.24, 0.06, 0.07, 0.09, 0.06, 0.07, 0.03, -0.45, 0.03, -0.03, -0.04, -0.01, -0.25, -0.07, -0.06, 0.12, 0.12, 0.13, 0.08, 0.12],
  "relative_energy_kcal_mol": 0.00,
  "total_charge": 2,
  "e_homo_ha": -0.52447
}


Entry 2:
{
  "formula": "C13H23O",
  "method": "ωB97M-V/def2-TZVPD",
  "symbols": ["C", "C", "C", "C", "C", "C", "C", "C", "C", "C", "H", "H", "H", "H", "H", "H", "H", "H", "H", "H", "H", "H", "H", "H", "H", "H", "H", "H", "C", "C", "O", "C", "H", "H", "H", "H", "H"],
  "coordinates": [[-1.529, 2.369, 2.690], [-0.716, 1.418, 1.818], [-0.436, 2.129, 0.457], [0.587, 1.351, -0.397], [0.801, 1.954, -1.756], [1.875, 1.714, -2.521], [1.999, 2.415, -3.833], [2.976, 0.778, -2.093], [-1.462, 0.099, 1.711], [-0.955, -1.232, 1.612], [-1.654, 1.936, 3.686], [-1.061, 3.342, 2.852], [-2.510, 2.531, 2.252], [0.275, 1.288, 2.272], [-1.392, 2.191, -0.075], [-0.053, 3.159, 0.620], [1.520, 1.258, 0.189], [0.235, 0.303, -0.448], [-0.005, 2.644, -2.036], [2.958, 2.160, -4.278], [1.190, 2.151, -4.525], [1.936, 3.501, -3.703], [3.697, 0.713, -2.911], [3.532, 1.131, -1.217], [2.656, -0.243, -1.851], [-2.539, 0.308, 1.643], [-1.321, -1.873, 2.454], [0.103, -1.285, 1.376], [-1.516, -5.241, 1.025], [-0.569, -4.125, 0.594], [0.593, -4.427, 0.301], [-1.126, -2.725, 0.521], [-2.575, -5.003, 0.911], [-1.322, -6.183, 0.495], [-1.337, -5.456, 2.084], [-2.210, -2.791, 0.416], [-0.643, -2.258, -0.337]],
  "lowdin_spin": [0.01, 0.07, 0.04, 0.00, 0.00, 0.00, 0.00, 0.00, 0.53, 0.07, 0.00, 0.00, 0.00, 0.00, 0.00, 0.00, 0.00, 0.00, 0.00, 0.00, 0.00, 0.00, 0.00, 0.00, 0.00, 0.02, 0.04, 0.00, 0.00, 0.02, 0.04, 0.13, 0.00, 0.00, 0.00, 0.00, 0.00],
  "multiplicity": 2,
  "e_homo_ha": [-0.27651, -0.31990],
  "s2": 0.77
}


Entry 3:
{
  "formula": "C13H24AsAuN7S3",
  "method": "ωB97M-V/def2-TZVPD",
  "symbols": ["Au", "S", "C", "S", "C", "C", "N", "C", "N", "C", "As", "C", "C", "S", "H", "H", "H", "H", "H", "H", "H", "H", "H", "C", "N", "C", "N", "C", "N", "C", "N", "C", "C", "H", "H", "H", "H", "H", "H", "H", "H", "H", "H", "H", "H", "N", "H", "H", "H"],
  "coordinates": [[-0.156, 0.029, 0.218], [1.005, 0.288, -2.035], [1.655, 1.756, -1.443], [1.107, 2.172, 0.127], [2.558, 2.532, -2.146], [3.021, 3.743, -1.601], [3.353, 4.739, -1.138], [3.030, 2.118, -3.403], [3.395, 1.749, -4.426], [-2.880, -2.329, -2.193], [-3.307, -0.487, -1.721], [-5.238, -0.284, -1.728], [-2.654, 0.679, -3.132], [-2.687, -0.074, 0.263], [-3.538, -2.662, -2.996], [-3.026, -2.961, -1.314], [-1.842, -2.389, -2.525], [-5.648, -0.562, -2.701], [-5.484, 0.763, -1.529], [-5.694, -0.900, -0.950], [-3.138, 0.389, -4.065], [-1.572, 0.597, -3.247], [-2.918, 1.712, -2.895], [0.330, -1.325, 3.151], [0.052, 0.026, 2.627], [1.137, 0.924, 3.075], [1.248, 0.932, 4.512], [1.525, -0.416, 4.983], [0.448, -1.320, 4.593], [-0.796, -0.832, 5.180], [-1.087, 0.509, 4.697], [-1.198, 0.497, 3.257], [-0.002, 1.397, 5.096], [1.268, -1.686, 2.718], [-0.490, -1.987, 2.856], [0.922, 1.938, 2.728], [2.080, 0.584, 2.638], [1.615, -0.409, 6.071], [2.466, -0.761, 4.549], [-0.691, -0.813, 6.266], [-1.615, -1.502, 4.910], [-1.411, 1.505, 2.897], [-2.010, -0.165, 2.950], [0.089, 1.398, 6.183], [-0.212, 2.412, 4.751], [0.274, -2.320, -0.145], [-0.480, -2.915, 0.179], [1.140, -2.656, 0.261], [0.357, -2.418, -1.152]],
  "lowdin_charge": [0.47, 0.72, -1.13, 0.77, -0.36, -0.23, 0.20, -0.23, 0.20, -0.24, 0.72, -0.25, -0.23, 0.14, 0.04, 0.04, 0.03, 0.05, 0.05, 0.05, 0.05, -0.01, 0.05, -0.19, -0.16, -0.23, -0.08, -0.15, -0.08, -0.15, -0.08, -0.21, -0.15, 0.13, 0.13, 0.08, 0.13, 0.14, 0.13, 0.14, 0.13, 0.13, 0.08, 0.14, 0.14, 0.01, 0.05, 0.05, 0.02],
  "relative_energy_kcal_mol": 19.87,
  "total_charge": 1,
  "e_homo_ha": -0.41725
}


Calculated total energy in eV, matching the order above: -103042.139; -15897.239; -121329.909
M in u, matching the order above: 580.81; 195.33; 646.47